Entry 1:
97
Properties=species:S:1:pos:R:3:forces:R:3:lowdin_charge:R:1 method="wB97M-V/def2-TZVPD" homo_lumo_gap_ha=0.22536 de_lowest_kcal_mol=9.67 e_tot_ha=-2974.05693 mol_weight_g_mol=1006.88 charge=-2 lumo_energy_ha=0.143 homo_energy_ha=-0.0824 max_force_ha_per_bohr=0.0124
Rb 0.785179 -1.376225 0.047510 -0.633 -0.028 0.060 0.749
O -2.459440 -1.007117 0.128690 0.092 0.163 0.100 -0.222
C -3.398793 -1.837608 -0.019259 0.067 -0.181 -0.115 -0.425
C -4.555770 -1.510178 -0.810369 0.042 0.014 0.083 -0.045
C -5.585649 -2.388999 -1.025106 -0.095 0.084 -0.064 -0.135
C -5.577408 -3.673015 -0.467193 0.035 -0.108 0.047 -0.151
C -4.487792 -4.027126 0.304692 -0.013 0.022 -0.006 -0.096
C -3.402394 -3.175843 0.537807 -0.032 0.108 -0.002 -0.154
C -2.332772 -3.726071 1.361662 -0.018 -0.028 -0.045 -0.156
N -1.190945 -3.226557 1.598846 0.088 -0.022 0.044 0.021
C -0.332861 -3.970361 2.527192 -0.066 0.080 -0.035 -0.232
C 1.019092 -3.286776 2.628003 0.046 0.007 0.092 -0.277
N 1.884700 -3.687991 1.530099 0.014 -0.006 0.060 -0.001
C 3.041739 -3.166739 1.412206 0.060 0.087 -0.025 -0.193
C 3.733045 -2.119638 2.191706 0.006 -0.044 0.095 -0.145
C 5.089460 -2.357468 2.434129 0.007 -0.031 -0.008 -0.083
C 5.881461 -1.510962 3.184653 0.027 -0.047 -0.015 -0.150
C 5.292458 -0.346838 3.691924 0.007 0.082 0.056 -0.139
C 3.981086 -0.043993 3.427145 -0.059 -0.042 -0.034 -0.038
C 3.139287 -0.880014 2.619965 0.024 -0.019 0.065 -0.424
O 1.969877 -0.502024 2.290153 0.068 0.058 0.201 -0.274
H -4.570810 -0.518845 -1.249998 -0.012 0.000 -0.013 0.088
H -6.424935 -2.075643 -1.640272 0.004 -0.016 0.000 0.087
H -6.392313 -4.365861 -0.634673 -0.006 0.007 -0.004 0.072
H -4.450292 -5.016787 0.754362 -0.019 -0.010 -0.011 0.092
H -2.602053 -4.700625 1.813571 0.033 0.014 -0.008 0.115
H -0.206423 -5.006957 2.190909 0.008 -0.004 0.040 0.107
H -0.809053 -3.980637 3.516303 0.026 -0.009 0.003 0.108
H 1.527827 -3.504503 3.576431 -0.089 -0.104 0.013 0.125
H 0.839634 -2.206121 2.631787 0.144 0.007 0.105 0.059
H 3.650186 -3.580843 0.603290 0.007 -0.024 0.010 0.111
H 5.522074 -3.261819 2.013346 0.018 -0.001 0.010 0.101
H 6.925228 -1.735956 3.365023 0.002 -0.002 -0.005 0.073
H 5.884924 0.343134 4.286980 0.007 -0.019 -0.004 0.084
H 3.532278 0.875157 3.787063 0.016 0.014 0.007 0.096
C -0.436468 2.150977 3.736321 -0.141 0.047 0.101 -0.341
Sb -1.158598 0.843758 2.172198 0.212 -0.142 -0.203 1.372
C -2.047410 -0.520286 3.567982 -0.049 0.066 0.081 -0.311
C -2.997680 1.969416 1.833122 -0.048 0.057 0.098 -0.319
C -2.706604 3.282461 1.189783 -0.023 0.005 -0.051 -0.288
C -2.445586 4.390946 1.998260 0.010 0.018 -0.010 -0.081
C -2.110063 5.627125 1.470596 0.001 0.018 0.086 -0.119
C -2.038546 5.780906 0.094653 0.006 0.037 -0.061 -0.118
C -2.311130 4.697492 -0.724060 -0.005 -0.002 0.031 -0.075
C -2.643618 3.440489 -0.211276 0.011 0.043 0.051 -0.276
C -2.910759 2.326953 -1.161205 -0.077 0.063 -0.109 -0.323
Sb -1.149933 1.167867 -1.777377 0.037 -0.080 0.046 1.359
C -0.322059 2.812530 -2.923873 -0.111 0.068 -0.083 -0.335
C -2.209064 0.399363 -3.471206 -0.040 0.045 -0.049 -0.329
H -0.170154 3.128375 3.334613 0.004 0.010 -0.019 -0.015
H 0.456893 1.690545 4.157249 0.031 -0.032 -0.004 -0.015
H -1.189954 2.272532 4.518621 0.025 0.037 0.029 -0.007
H -2.792674 0.010176 4.165222 -0.004 -0.033 0.015 -0.005
H -1.267292 -0.905522 4.225398 0.025 -0.028 -0.013 0.002
H -2.502984 -1.343979 3.024975 -0.020 -0.003 -0.035 -0.020
H -3.462843 2.107857 2.812329 0.006 0.025 -0.018 0.056
H -3.635336 1.328858 1.227661 0.016 -0.075 -0.011 0.044
H -2.502831 4.264037 3.073807 0.006 0.007 0.007 0.100
H -1.904831 6.461418 2.131650 -0.003 0.000 -0.007 0.087
H -1.776486 6.738393 -0.340802 -0.002 -0.002 0.001 0.087
H -2.266172 4.814429 -1.801061 0.005 0.004 -0.012 0.100
H -3.316609 2.721262 -2.096633 0.011 0.012 0.023 0.053
H -3.616670 1.598970 -0.766613 0.032 -0.070 0.032 0.032
H -1.067248 3.195557 -3.625804 0.015 0.027 -0.016 -0.007
H 0.544622 2.449937 -3.477681 0.021 -0.031 -0.009 -0.008
H 0.001704 3.617577 -2.264217 0.010 0.017 0.021 -0.015
H -2.773831 1.207782 -3.942135 -0.012 -0.018 -0.009 -0.007
H -2.876173 -0.400445 -3.155677 -0.010 -0.015 0.026 -0.014
H -1.480288 -0.014777 -4.164098 0.018 -0.004 -0.013 -0.006
C 3.773221 5.158745 -2.065679 -0.003 0.091 0.006 -0.062
C 3.563339 3.676177 -2.203680 -0.037 -0.069 0.026 -0.284
C 2.813520 2.970998 -1.267490 0.024 0.019 -0.023 -0.040
C 2.597712 1.609971 -1.403706 -0.158 0.036 -0.034 -0.070
C 3.135434 0.929224 -2.486406 0.000 -0.025 -0.002 -0.265
C 3.890337 1.613481 -3.424131 0.020 0.005 -0.024 -0.055
C 4.096365 2.978663 -3.282324 0.020 0.000 -0.021 -0.052
S 2.921945 -0.834702 -2.636739 -0.001 -0.014 -0.067 0.539
O 3.328355 -1.392300 -1.350085 0.120 0.007 -0.089 -0.390
O 3.729965 -1.257648 -3.770368 0.003 0.077 0.056 -0.343
N 1.365730 -0.921545 -2.852284 0.021 -0.041 -0.227 -0.172
C 0.740010 -2.146023 -2.777016 0.115 0.114 -0.087 -0.515
C 1.394677 -3.396569 -2.764290 0.008 -0.102 -0.040 -0.046
C 0.655545 -4.537187 -2.534878 0.047 0.032 -0.007 -0.085
C -0.719483 -4.449833 -2.346943 -0.050 -0.032 0.013 -0.087
C -1.285732 -3.188457 -2.408750 0.031 -0.054 -0.017 -0.149
N -0.591392 -2.075456 -2.614112 -0.052 0.036 -0.099 0.061
H 3.321708 5.533910 -1.147465 0.002 -0.009 0.008 0.070
H 3.321595 5.699127 -2.901093 -0.001 -0.013 -0.007 0.075
H 4.835302 5.413162 -2.047622 0.009 -0.017 -0.002 0.073
H 2.375308 3.491235 -0.423510 -0.001 0.015 0.003 0.118
H 1.963217 1.112691 -0.682068 0.177 -0.098 0.044 0.073
H 4.310565 1.064976 -4.256505 -0.010 -0.020 0.002 0.104
H 4.682074 3.510327 -4.025780 0.000 0.002 0.003 0.105
H 2.465507 -3.454085 -2.898832 0.002 0.033 -0.008 0.097
H 1.164055 -5.493430 -2.482647 -0.033 -0.019 -0.003 0.100
H -1.329851 -5.316547 -2.132505 0.005 -0.008 0.000 0.091
H -2.352182 -3.054016 -2.252403 -0.018 -0.017 -0.017 0.105

***

Entry 2:
96
Properties=species:S:1:pos:R:3:forces:R:3:lowdin_charge:R:1 method="wB97M-V/def2-TZVPD" homo_lumo_gap_ha=0.18459 de_lowest_kcal_mol=31.36 e_tot_ha=-4257.75329 mol_weight_g_mol=885.81 charge=+2 lumo_energy_ha=-0.211 homo_energy_ha=-0.3957 max_force_ha_per_bohr=0.0821
Lu 0.186462 0.704279 3.890796 -1.597 0.693 -1.474 1.605
C -1.050730 1.618901 8.451559 0.910 -1.055 -0.143 0.051
N -0.775827 0.191848 8.028061 1.022 0.677 -1.971 -0.098
C -0.718874 -0.839451 9.044424 0.428 0.909 1.658 -0.004
C -0.320596 -0.028105 6.781173 -0.380 2.409 0.262 -0.297
O -0.285704 0.978978 5.939893 -0.117 -2.398 1.732 -0.180
C 0.244594 -1.393016 6.327096 -0.930 -0.259 0.049 -0.028
O 0.347046 -1.428666 4.866937 -0.587 0.919 0.849 -0.246
C 1.319369 -2.240590 4.203993 0.317 0.790 -0.240 -0.043
C 2.265400 -1.327830 3.362226 1.532 2.201 0.336 -0.260
O 1.992843 -0.027452 3.194189 0.663 -4.120 0.640 -0.192
N 3.416257 -1.773583 2.874881 -1.972 0.139 0.229 -0.098
C 4.115587 -0.907923 1.954894 1.141 -0.220 -1.713 0.004
C 3.818208 -3.183799 2.978358 -0.774 -0.065 0.887 0.024
H -1.149654 2.230981 7.558109 0.044 0.022 0.397 0.094
H -0.277923 1.958110 9.163718 0.072 -0.157 -0.702 0.119
H -1.929816 1.586180 9.037474 -1.232 0.046 0.300 0.086
H -0.755277 -1.772865 8.537200 -0.102 -0.928 0.201 0.067
H -1.555934 -0.732821 9.779102 0.556 -0.132 -0.876 0.129
H 0.233439 -0.728134 9.637428 -0.847 -0.270 -0.606 0.134
H -0.443614 -2.185393 6.715330 0.731 0.355 -0.735 0.154
H 1.233363 -1.504973 6.753683 0.255 -0.134 0.222 0.155
H 0.782188 -2.841713 3.500338 -0.413 -0.558 -0.522 0.151
H 1.777482 -2.919828 4.910524 0.549 0.074 0.060 0.141
H 4.584301 -1.542945 1.173462 -0.200 0.279 0.589 0.121
H 4.903905 -0.346950 2.439167 0.095 0.115 0.274 0.112
H 3.465123 -0.225345 1.413389 -0.204 -0.058 0.354 0.103
H 3.138646 -3.778939 2.385713 0.051 -0.286 -0.442 0.112
H 3.670603 -3.489414 4.018675 0.355 -0.080 -0.133 0.097
H 4.847519 -3.360132 2.687455 -0.018 0.321 -0.051 0.114
S -0.685882 1.692497 1.605626 0.209 -0.898 1.142 0.573
C 0.542753 2.735317 2.294004 -0.263 -0.267 0.857 -0.789
C 1.176910 3.612657 1.441300 0.932 -0.223 1.050 -0.095
C 2.078416 4.494483 1.977248 0.431 0.616 -0.015 -0.020
C 2.231578 4.613208 3.373338 -0.130 1.146 1.334 -0.029
C 1.486932 3.766032 4.192957 1.293 0.136 -2.431 -0.100
N 0.825563 2.724967 3.652091 -1.073 1.129 -1.018 -0.165
H 1.061823 3.392904 0.419887 -0.232 0.481 -1.272 0.099
H 2.623260 5.135375 1.284931 0.056 -0.047 0.355 0.129
H 2.843855 5.438102 3.875058 -0.948 -1.307 -1.045 0.144
H 1.417080 3.872659 5.231544 0.298 -0.008 1.413 0.102
C -0.329197 -0.191830 -4.344564 1.252 -1.280 1.272 -0.374
C -1.554409 0.524018 -4.795134 -0.713 0.335 -0.103 -0.333
P -2.148967 1.347345 -3.246430 0.019 -0.195 0.524 1.054
C -1.624645 3.105670 -3.299396 1.165 0.201 -0.408 -0.373
C -0.306117 3.470280 -3.751710 -0.735 -0.020 -0.006 -0.074
C 0.016820 4.845373 -3.756333 -0.101 -1.724 -0.463 -0.106
C -0.884811 5.796415 -3.344892 0.321 1.652 0.314 -0.118
C -2.113746 5.448077 -2.852842 -1.539 -1.575 1.113 -0.085
C -2.492903 4.091170 -2.777844 1.226 -0.227 -0.538 -0.109
C -3.901749 1.459090 -3.579360 -1.246 0.765 -0.825 -0.434
C -4.473976 2.469697 -4.344130 -2.035 -0.282 -0.786 -0.092
C -5.896675 2.522296 -4.542554 0.985 0.000 1.071 -0.041
C -6.724378 1.653932 -3.792496 1.176 0.308 -0.644 -0.085
C -6.133405 0.546239 -3.195729 -1.134 -1.344 0.491 -0.095
C -4.758885 0.458879 -3.153545 0.241 0.221 0.507 -0.134
C -0.652223 -1.477378 -3.580551 -0.881 -1.248 -0.844 -0.411
P 0.610175 -1.970845 -2.362633 -0.225 0.618 0.504 1.012
C 2.032321 -2.022058 -3.472861 -0.279 -1.194 1.460 -0.442
C 3.118761 -1.257204 -3.078253 -0.786 0.391 -0.463 -0.135
C 4.060545 -0.905560 -4.017890 1.016 1.209 0.184 -0.089
C 4.046470 -1.489208 -5.288811 0.110 0.461 0.158 -0.075
C 3.016697 -2.363726 -5.587258 0.011 -0.969 -0.465 -0.071
C 2.012611 -2.694121 -4.659904 0.560 0.905 -2.186 -0.105
C 0.023940 -3.653382 -2.123047 0.037 -1.518 -0.011 -0.401
C -1.211515 -3.883946 -1.459297 1.184 1.140 -0.799 -0.102
C -1.528978 -5.179396 -1.055476 -0.781 0.694 0.180 -0.103
C -0.742231 -6.250419 -1.419088 0.901 0.659 0.026 -0.085
C 0.499586 -6.008705 -2.021121 -0.842 -2.186 0.213 -0.102
C 0.846306 -4.766272 -2.429770 1.146 1.341 0.430 -0.114
H 0.202137 0.330473 -3.519472 0.128 0.650 -0.986 0.069
H 0.357429 -0.446458 -5.143249 0.287 0.230 -0.146 0.108
H -2.328177 -0.212547 -5.129481 0.492 0.718 0.212 0.110
H -1.354030 1.234377 -5.601774 -0.134 -0.029 0.032 0.091
H 0.445869 2.696027 -4.128684 -1.275 1.191 0.557 0.118
H 0.946413 5.155099 -4.178760 0.614 0.152 -0.037 0.092
H -0.591606 6.863921 -3.334266 -0.196 -0.752 -0.205 0.117
H -2.841924 6.128486 -2.416867 0.410 0.370 -0.314 0.107
H -3.424597 3.728226 -2.333606 0.202 0.615 -0.233 0.106
H -3.836349 3.180508 -4.838049 -0.021 0.309 -0.131 0.100
H -6.336302 3.281316 -5.200963 0.231 -0.202 0.485 0.106
H -7.764692 1.852088 -3.643518 -0.549 -0.091 -0.488 0.095
H -6.761254 -0.325953 -2.769806 1.039 1.764 -0.600 0.136
H -4.285016 -0.352539 -2.678423 0.250 -1.170 0.655 0.073
H -0.809552 -2.388912 -4.246344 -0.147 1.254 0.591 0.113
H -1.549102 -1.315304 -2.965427 -0.047 -0.144 -0.341 0.038
H 3.028165 -0.809588 -2.096223 0.390 0.268 -0.051 0.071
H 4.695224 -0.028002 -3.752914 0.032 -1.123 -0.428 0.116
H 4.788791 -1.228258 -6.060741 -0.484 -0.063 0.550 0.117
H 2.985715 -2.795026 -6.591828 -0.035 0.047 0.347 0.113
H 1.160221 -3.250366 -5.047839 0.137 -0.096 0.471 0.118
H -1.850190 -2.966244 -1.362418 0.373 -1.257 0.552 0.108
H -2.368007 -5.314806 -0.377834 -0.264 -0.182 -0.510 0.102
H -1.055337 -7.245751 -1.220624 -0.096 -0.660 0.454 0.095
H 1.190597 -6.861076 -2.133963 -0.444 0.516 -0.273 0.117
H 1.869476 -4.701732 -2.851245 -0.864 0.563 0.130 0.111